Entry 1:
C5H6FN4S | wB97M-V/def2-TZVPD

structure (SMILES): FN1C=NC[C@@]2(S)N=C[NH+]=C12
spin multiplicity: 1
total charge: +1
LUMO level: -5.6 eV
HOMO level: -14.04 eV
gap between HOMO and LUMO: 8.44 eV

Last column: Löwdin charge in e.
Cartesian coordinates (Å):
C -1.44335 1.12518 1.16249  -0.120
C 1.89691 -0.42238 -1.41849  -0.139
C -0.04850 -0.68349 -0.58015  -0.624
C -1.56658 -0.32975 -0.69319  -0.177
C 0.71458 0.33973 0.18983  -0.083
N -2.03061 0.59852 0.22064  0.093
N 0.79868 -0.97905 -1.69778  0.134
N -0.05914 0.95403 1.41205  0.028
N 1.93343 0.40143 -0.29939  0.191
F 0.66280 1.71324 2.27584  0.061
S 0.15318 -2.17700 0.57704  0.949
H -1.81806 1.67133 1.97710  0.139
H 2.64139 -0.31685 -2.18724  0.153
H -1.84113 -0.10068 -1.83320  0.192
H -2.09008 -1.20135 -0.49615  0.088
H 2.76423 1.05538 -0.02289  0.253
H -0.66774 -1.64828 1.41350  -0.136

Entry 2:
C2HIN2O2 | wB97M-V/def2-TZVPD

structure (SMILES): [O-][N+]#CI.C#[N+][O-]
spin multiplicity: 1
LUMO level: -0.8 eV
HOMO level: -9.63 eV
gap between HOMO and LUMO: 8.82 eV

Last column: Löwdin charge in e.
Cartesian coordinates (Å):
C 1.45280 0.70015 -0.71218  0.143
C -1.34815 -0.44729 0.69511  -0.623
N 1.68365 -0.36360 -1.10409  -0.212
N -1.51559 0.53344 1.30834  -0.239
O -1.27680 1.45229 2.07440  -0.018
O 1.62186 -1.51342 -1.49179  -0.023
I -2.08714 -2.10080 -0.27823  0.890
H 1.46937 1.73924 -0.49154  0.081

Entry 3:
C16H31N3O2 | wB97M-V/def2-TZVPD

structure (SMILES): CCOC(=O)NC[C@@H](C#CCN(CC)CC)N(CC)CC
spin multiplicity: 1
LUMO level: 0.8 eV
HOMO level: -8.34 eV
gap between HOMO and LUMO: 9.18 eV

Last column: Löwdin charge in e.
Cartesian coordinates (Å):
C -3.11053 -0.74318 -6.58041  -0.069
H -2.97803 -1.79041 -6.83848  0.076
C -1.96243 -0.27020 -5.70842  -0.235
H -2.08143 0.78503 -5.43578  0.127
H -1.00001 -0.38163 -6.22009  0.125
O -1.94801 -1.05524 -4.51719  -0.004
C -0.87424 -0.87150 -3.71377  -0.577
O 0.02649 -0.10572 -3.95205  0.083
N -0.94229 -1.70417 -2.65146  0.092
H -1.80101 -2.22009 -2.53854  0.149
C -0.07164 -1.57586 -1.51123  -0.117
H 0.36407 -2.55043 -1.26645  0.128
H 0.72568 -0.88999 -1.80086  0.127
C -0.83123 -1.03621 -0.27767  -0.312
C 0.02054 -1.12436 0.90531  0.020
C 0.70432 -1.12049 1.89135  0.013
C 1.49612 -1.13953 3.10669  -0.203
N 2.65568 -0.26180 3.03640  -0.194
C 2.35221 1.08173 2.58317  -0.248
C 1.42402 1.90894 3.48121  -0.075
H 0.44206 1.44594 3.54940  0.059
H 1.30379 2.90370 3.05977  0.071
H 1.83694 2.00732 4.48297  0.065
H 3.30563 1.60572 2.46959  0.115
H 1.89991 0.99141 1.59248  0.090
C 3.44936 -0.31672 4.24977  -0.270
C 4.28997 -1.58983 4.31679  -0.088
H 3.67381 -2.46905 4.48658  0.060
H 5.00518 -1.51562 5.13237  0.069
H 4.83094 -1.71984 3.38350  0.077
H 2.82639 -0.24357 5.15959  0.116
H 4.12522 0.54177 4.23841  0.116
H 1.85930 -2.16107 3.26016  0.120
H 0.83336 -0.88685 3.95855  0.129
N -1.33719 0.29916 -0.54469  -0.150
C -2.60683 0.60800 0.07467  -0.234
C -2.62596 0.59967 1.60884  -0.076
H -1.91327 1.31841 2.00601  0.058
H -2.36621 -0.38386 1.99370  0.065
H -3.61805 0.86528 1.96555  0.071
H -3.34438 -0.11390 -0.29441  0.115
H -2.90785 1.59583 -0.28183  0.111
C -0.35741 1.37210 -0.48901  -0.238
C -0.49387 2.30225 -1.69175  -0.064
H -0.30764 1.75056 -2.60840  0.050
H -1.49160 2.73194 -1.73818  0.066
H 0.22864 3.11129 -1.61701  0.072
H 0.64333 0.93580 -0.49465  0.109
H -0.45381 1.95274 0.43992  0.110
H -1.70228 -1.68759 -0.11863  0.152
H -4.05254 -0.63273 -6.05014  0.075
H -3.14322 -0.15315 -7.49166  0.076

Entry 4:
C5H5N3 | wB97M-V/def2-TZVPD

structure (SMILES): C=Cc1nccnn1
spin multiplicity: 1
LUMO level: -0.6 eV
HOMO level: -9.92 eV
gap between HOMO and LUMO: 9.35 eV

Last column: Löwdin charge in e.
Cartesian coordinates (Å):
C 0.16906 -2.47491 1.56898  0.015
C -0.35081 -1.77887 0.58327  -0.137
C -0.02743 -0.41680 0.04257  -0.405
C -1.11603 1.38910 -0.78850  -0.065
C 0.16911 2.02088 -0.71512  -0.169
H 1.05115 -2.11643 2.22034  0.102
H -0.24511 -3.39297 1.75662  0.020
H -1.18503 -2.24422 -0.00041  0.112
H -2.13657 1.88723 -0.73598  0.133
H 0.24532 3.09237 -0.94500  0.105
N -1.15078 0.08899 -0.47593  0.105
N 1.25348 1.39282 -0.41368  0.050
N 1.21257 -0.00501 -0.03078  0.135

Entry 5:
C15H27FeO15 | wB97M-V/def2-TZVPD

spin multiplicity: 6
LUMO level (spin up / spin down): 0.7 / -0.8 eV
HOMO level (spin up / spin down): -9.88 / -10.10 eV
gap between HOMO and LUMO (spin up / spin down): 10.54 / 9.29 eV

Last column: Löwdin charge in e.
Cartesian coordinates (Å):
Fe 0.56443 0.27295 -0.65143  1.220
C 3.26595 1.96972 -3.09047  0.013
C 2.28497 1.31224 -2.19141  -0.662
O 2.53012 0.96642 -0.98565  -0.056
O 1.04687 1.25294 -2.50075  -0.048
H 3.43078 3.02098 -2.85189  0.082
H 2.88099 2.00034 -4.10974  0.092
H 4.22161 1.44790 -3.06213  0.092
C -3.08069 -0.86427 -1.86732  0.023
C -1.74208 -0.40077 -1.39694  -0.620
O -0.70658 -1.15601 -1.45561  -0.058
O -1.57245 0.74268 -0.88990  -0.033
H -3.03989 -1.59629 -2.66509  0.086
H -3.62716 0.03971 -2.13858  0.089
H -3.61672 -1.33902 -1.04226  0.093
C 1.22192 -2.02518 2.57099  0.023
C 1.03732 -1.19411 1.35909  -0.618
O 0.28870 -0.15268 1.32456  -0.066
O 1.59750 -1.49479 0.27027  -0.028
H 0.29297 -2.41549 2.98494  0.077
H 1.70429 -1.47537 3.37926  0.095
H 1.87593 -2.86159 2.33447  0.088
C -1.99435 3.05575 1.24708  -0.017
O -1.01124 4.02646 0.89474  0.045
C 0.10007 3.57924 0.36254  -0.587
O 0.41137 2.43656 0.18269  0.085
O 0.84667 4.62085 0.03238  0.039
C 2.15537 4.31120 -0.40894  -0.021
H -2.60009 3.51795 2.01975  0.097
H -1.51248 2.20592 1.73802  0.095
H -2.57698 2.71384 0.40045  0.089
H 2.14641 3.54749 -1.18276  0.060
H 2.76206 3.96005 0.42431  0.113
H 2.58016 5.20841 -0.84769  0.101
C -5.25580 0.09421 3.43208  -0.047
O -4.23287 -0.86867 3.60149  -0.001
C -3.07553 -0.43163 4.11973  -0.612
O -2.80299 0.69698 4.41157  0.136
O -2.32330 -1.50825 4.32062  -0.010
C -1.26034 -1.46166 5.26733  -0.038
H -5.04318 0.77520 2.61555  0.091
H -5.39123 0.66036 4.35178  0.098
H -6.15481 -0.45421 3.17030  0.094
H -0.62437 -0.59153 5.11711  0.097
H -0.77151 -2.42038 5.16121  0.087
H -1.69517 -1.39282 6.26750  0.100
C 3.08062 -1.55237 -5.15218  -0.038
O 2.78928 -2.78742 -4.50711  0.012
C 2.17442 -2.69392 -3.33070  -0.613
O 1.88324 -1.65521 -2.79773  0.122
O 1.96377 -3.91534 -2.89187  0.021
C 1.36336 -4.01179 -1.58420  -0.012
H 3.46873 -0.83201 -4.42522  0.082
H 2.19518 -1.09772 -5.60370  0.102
H 3.81577 -1.74776 -5.92419  0.092
H 2.03160 -3.55427 -0.85695  0.081
H 1.24850 -5.06544 -1.37612  0.092
H 0.45090 -3.41839 -1.57328  0.082

Entry 6:
C2H4FeLiO | wB97M-V/def2-TZVPD

spin multiplicity: 7
total charge: +3
LUMO level (spin up / spin down): -16.6 / -19.6 eV
HOMO level (spin up / spin down): -23.53 / -27.15 eV
gap between HOMO and LUMO (spin up / spin down): 6.96 / 7.53 eV

Last column: Löwdin charge in e.
Cartesian coordinates (Å):
O -0.29740 -0.03546 0.12950  -0.306
Fe -0.97557 -1.50936 0.72721  1.647
C 1.00180 0.11502 -0.39205  -0.152
C 0.89040 0.83242 -1.65923  0.238
H 1.57234 0.96854 -0.11745  0.195
H 0.02814 0.53923 -2.24251  0.145
H 1.78727 1.19413 -2.14143  0.147
Li -1.01033 1.52334 0.74047  0.903
H 1.57034 -0.81577 -0.42937  0.183

Entry 7:
C13H24ClN5O | wB97M-V/def2-TZVPD

structure (SMILES): CCCCCCNc1nc(Cl)nc(NC(C)(C)CO)n1
spin multiplicity: 1
LUMO level: 0.7 eV
HOMO level: -9.24 eV
gap between HOMO and LUMO: 9.99 eV

Last column: Löwdin charge in e.
Cartesian coordinates (Å):
C -4.89614 -2.09082 -0.43541  -0.113
C -5.64729 -0.76479 -0.47594  -0.270
C -4.82302 0.40838 0.05646  -0.231
C -3.64344 0.76562 -0.84693  -0.221
C -2.92028 2.04318 -0.41830  -0.186
H -3.62738 2.87404 -0.39158  0.112
C -2.24633 1.94331 0.95505  -0.193
N -1.28937 0.86660 1.02416  0.069
C -0.00818 0.99652 0.67328  -0.396
N 0.73806 -0.10602 0.64555  0.185
C 2.02135 0.06981 0.32580  -0.375
N 2.77561 -1.03050 0.28035  0.121
H 2.28168 -1.87082 0.53963  0.141
C 4.21937 -1.13669 0.08228  -0.520
C 4.53676 -2.63207 0.04820  -0.040
H 4.19411 -3.11532 0.96123  0.085
H 5.60895 -2.78383 -0.03474  0.088
H 4.05297 -3.10453 -0.80411  0.088
C 4.95659 -0.46334 1.24202  -0.023
H 4.74534 -0.98346 2.17365  0.085
H 4.64145 0.57151 1.33620  0.073
H 6.02620 -0.47971 1.05526  0.092
C 4.63525 -0.50343 -1.27528  -0.227
O 4.97573 0.84446 -1.21998  -0.080
H 4.21542 1.32276 -0.84001  0.036
H 3.82035 -0.68132 -1.99566  0.129
H 5.52945 -1.01663 -1.63973  0.123
N 2.56561 1.26851 0.03801  0.099
C 1.72423 2.27550 0.10329  -0.812
N 0.45334 2.23483 0.40355  0.117
Cl 2.37541 3.81631 -0.25331  0.726
H -1.62082 -0.07834 1.13652  0.141
H -2.99058 1.79015 1.73905  0.114
H -1.70224 2.86834 1.15233  0.111
H -2.15078 2.27965 -1.15548  0.109
H -2.92845 -0.05812 -0.87393  0.098
H -4.01498 0.90808 -1.86449  0.116
H -4.46780 0.15875 1.05832  0.103
H -5.47292 1.28271 0.14309  0.114
H -5.95523 -0.55361 -1.50236  0.105
H -6.55346 -0.85597 0.12769  0.103
H -5.54618 -2.90191 -0.75517  0.068
H -4.03215 -2.07231 -1.09451  0.064
H -4.55618 -2.30549 0.57594  0.072

Entry 8:
C3H9N2 | wB97M-V/def2-TZVPD

spin multiplicity: 2
LUMO level (spin up / spin down): 1.2 / 1.1 eV
HOMO level (spin up / spin down): -4.49 / -8.65 eV
gap between HOMO and LUMO (spin up / spin down): 5.73 / 9.77 eV

Last column: Löwdin charge in e.
Cartesian coordinates (Å):
C -1.62237 -0.50481 0.90988  -0.096
C -0.19013 -1.00414 0.71424  -0.320
N 0.59445 -0.49368 -0.35785  -0.082
C 0.73063 0.87198 -0.55412  -0.297
N 1.32035 1.48477 -1.62505  0.029
H -1.62975 -0.06773 1.92000  0.071
H -1.89856 0.25946 0.17501  0.068
H -2.33712 -1.32042 0.88283  0.060
H 0.41101 -0.92766 1.66739  0.106
H -0.12535 -2.10399 0.79434  0.109
H 1.21920 -1.09182 -0.86340  0.114
H 0.13084 1.43369 0.16123  0.093
H 2.01817 0.98466 -2.14729  0.072
H 1.37864 2.47970 -1.67721  0.072

| no. | DFT total energy (Ha) |
| --- | --- |
| 1 | -910.77127 |
| 2 | -634.26779 |
| 3 | -942.95051 |
| 4 | -357.69247 |
| 5 | -2980.19634 |
| 6 | -1423.52395 |
| 7 | -1319.04008 |
| 8 | -229.11850 |